Computed, not measured: a molecular structure, C26H20N3OPt, with wB97M-V/def2-TZVPD.

Summary:
- energy above the lowest of the compared OMol25 structures with the same formula, charge and spin (kJ/mol) = 26.9
- 2S+1 = 3
- orbital gap (spin up / spin down) (Eh) = 0.2496 / 0.2188
- charge = +1
- highest occupied orbital energy (spin up / spin down) (eV) = -9.844 / -10.608
- molecular weight (g mol⁻¹) = 585.544

The geometry in XYZ format:
```
51
Properties=species:S:1:pos:R:3:mulliken_charge:R:1
Pt -0.12659 -0.01396 0.11159 0.87
C 1.39713 -3.87788 1.49985 -0.77
C 1.34653 -2.54250 1.07373 -0.09
N 0.26562 -2.00501 0.54917 -0.09
C -0.86191 -2.77028 0.37610 0.22
C -0.87780 -4.12017 0.75509 1.17
C 0.28649 -4.65559 1.34945 -0.68
C -2.02934 -4.90621 0.49824 -0.85
C -3.08784 -4.35250 -0.15641 -1.16
C -3.08155 -2.99283 -0.53410 -0.72
C -2.01914 -2.16521 -0.23726 0.83
N -1.88735 -0.81558 -0.53309 -0.58
C -2.83241 0.15216 -0.84967 0.68
C -4.19474 -0.00324 -0.99484 -0.62
C -5.02363 1.07143 -1.38034 -1.20
C -4.50628 2.30719 -1.62631 -0.76
C -3.11977 2.53410 -1.44044 1.06
C -2.52318 3.79948 -1.64166 -0.54
C -1.19035 3.97366 -1.41042 -0.73
C -0.44057 2.88486 -0.94129 -0.04
N -0.96535 1.69329 -0.75304 -0.36
C -2.29617 1.47953 -1.02381 0.46
H 2.30908 -4.26552 1.92996 0.43
H 2.20864 -1.89487 1.16024 0.45
H 0.28612 -5.69028 1.67026 0.44
H -2.03811 -5.94574 0.79851 0.44
H -3.95027 -4.95804 -0.40090 0.43
H -3.91432 -2.61932 -1.10324 0.46
H -4.65572 -0.95578 -0.80581 0.33
H -6.08562 0.89824 -1.48920 0.39
H -5.13825 3.12594 -1.94449 0.41
H -3.14037 4.62406 -1.97707 0.43
H -0.70668 4.92789 -1.56087 0.39
H 0.60884 2.99061 -0.70199 0.45
C 1.20471 1.73737 4.28106 -1.54
C 0.39071 0.86983 3.36052 0.59
O 0.41896 1.10352 2.15712 -0.68
C -0.40869 -0.25298 3.92210 0.49
C -0.15117 -0.73725 5.20348 -0.43
C -0.87293 -1.81055 5.70313 -0.77
C -1.86709 -2.39750 4.93263 -0.54
C -2.14877 -1.90279 3.66411 -0.57
C -1.42437 -0.83488 3.16462 0.00
H 1.70001 2.50814 3.69898 0.35
H 1.95474 1.14292 4.80498 0.38
H 0.56521 2.19459 5.03797 0.40
H 0.62138 -0.29270 5.81634 0.32
H -0.66108 -2.18555 6.69522 0.41
H -2.43123 -3.23314 5.32627 0.42
H -2.93722 -2.34533 3.06827 0.45
H -1.65780 -0.42810 2.18942 0.55
```

Computed, not measured: a molecular structure, C21H19ClCoN3O2S, with wB97M-V/def2-TZVPD.

Summary:
- energy above the lowest of the compared OMol25 structures with the same formula, charge and spin (kJ/mol) = 5.3
- 2S+1 = 5
- orbital gap (spin up / spin down) (Eh) = 0.2887 / 0.2151
- charge = +2
- highest occupied orbital energy (spin up / spin down) (eV) = -14.350 / -14.549
- molecular weight (g mol⁻¹) = 471.855

The geometry in XYZ format:
```
48
Properties=species:S:1:pos:R:3:mulliken_charge:R:1
Co -0.58700 0.30112 0.31870 0.61
Cl -2.91687 -3.23410 -5.72433 -0.08
C -2.68517 -2.37349 -4.29454 0.20
C -3.80045 -2.04020 -3.48907 -0.60
C -3.61157 -1.34124 -2.34208 -0.61
C -2.29342 -0.93612 -1.91631 0.23
O -2.17054 -0.27331 -0.85481 -0.57
C -1.16062 -1.29882 -2.75515 0.28
C 0.21024 -0.91070 -2.44866 -0.07
N 0.59457 -0.41043 -1.33884 0.37
C 1.94971 -0.02618 -1.16974 -0.80
C 3.02813 -0.61122 -1.78089 -0.11
C 4.32729 -0.10705 -1.56772 -1.06
C 4.52748 0.97575 -0.75913 -0.84
C 3.43486 1.58276 -0.09367 0.88
C 3.56852 2.70927 0.75111 -0.51
C 2.46283 3.23583 1.35445 -0.96
C 1.22009 2.61624 1.14997 0.05
N 1.05391 1.56013 0.37917 -0.26
C 2.14630 1.05508 -0.27485 1.13
C -1.38419 -1.98812 -3.91966 -0.78
H -4.78868 -2.34474 -3.80539 0.46
H -4.44283 -1.06390 -1.70831 0.46
H 0.92886 -1.04768 -3.25778 0.53
H 2.89326 -1.47276 -2.42284 0.55
H 5.16546 -0.58125 -2.05860 0.43
H 5.52197 1.37616 -0.61179 0.45
H 4.54585 3.14943 0.90486 0.47
H 2.52564 4.10452 1.99322 0.43
H 0.33405 2.99799 1.63638 0.44
H -0.55660 -2.24712 -4.56818 0.48
S 1.09119 -3.20706 2.69582 -0.06
C -0.37159 -2.65979 3.38076 -0.33
C -0.87015 -1.63345 2.65241 -0.75
N -0.10110 -1.27874 1.56466 0.52
C 0.96703 -2.04081 1.48385 -0.19
H -0.78846 -3.11371 4.26442 0.46
H -1.78878 -1.10501 2.85023 0.45
H 1.71434 -1.93577 0.71169 0.32
C -1.54884 2.07444 3.50035 -1.02
C -2.70594 1.63737 2.64310 -0.36
O -2.21952 1.11182 1.37177 -0.15
H -1.90888 2.28657 4.50638 0.41
H -1.09507 2.98807 3.12145 0.26
H -0.79144 1.29095 3.57661 0.27
H -3.37708 2.46727 2.42652 0.36
H -3.27716 0.84535 3.13036 0.39
H -2.96963 0.91664 0.79409 0.22
```

Computed, not measured: a molecular structure, C27H58BrNO24SSi2, with wB97M-V/def2-TZVPD.

Summary:
- energy above the lowest of the compared OMol25 structures with the same formula, charge and spin (kJ/mol) = 0.0
- orbital gap (Eh) = 0.3411
- highest occupied orbital energy (eV) = -9.189
- molecular weight (g mol⁻¹) = 948.887

The geometry in XYZ format:
```
114
Properties=species:S:1:pos:R:3:mulliken_charge:R:1
C -3.89344 -4.24334 2.86972 -0.90
C -3.31239 -4.61638 1.43584 0.52
O -3.98698 -5.34421 0.67254 -0.62
N -2.03055 -4.09890 1.01213 -0.24
C -2.02062 -3.67693 -0.41456 0.36
C -1.30625 -4.83209 -1.30678 -0.97
C -0.22514 -4.18567 -2.32389 -0.32
C 1.25869 -4.22106 -1.66657 -0.74
Si 1.82351 -2.48364 -1.02036 0.15
C 1.20571 -2.17708 0.79426 0.70
C 1.40439 -0.61140 1.14528 -0.64
C 0.15489 0.04885 1.87408 -0.73
S -1.39330 0.07678 0.87467 1.05
O -1.19505 -0.11223 -0.59473 -0.51
O -2.36259 -0.97682 1.34688 -0.56
O -2.16257 1.56399 1.10245 -0.52
O 1.19444 -1.19470 -1.99040 0.14
Si 1.84425 -1.14303 -3.58023 0.36
O 1.55161 0.44848 -4.22941 -0.47
Br 4.08343 -1.56506 -3.66156 -0.27
H -3.61197 -3.17543 3.16251 0.22
H -3.47895 -4.96768 3.64153 0.27
H -5.02377 -4.39519 2.86350 0.34
H -1.74761 -3.35125 1.65420 0.17
H -1.45068 -2.71402 -0.60982 -0.27
H -3.08309 -3.50620 -0.78956 0.44
H -0.80537 -5.56248 -0.57918 0.30
H -2.10243 -5.42739 -1.86087 0.31
H -0.47770 -3.09463 -2.56361 0.20
H -0.26657 -4.82046 -3.26957 0.32
H 2.05334 -4.58999 -2.38985 0.36
H 1.23223 -4.88160 -0.73914 0.36
H 3.29899 -2.47560 -0.91426 -0.19
H 1.83880 -2.84155 1.48476 0.47
H 0.13186 -2.50123 0.95310 -1.01
H 2.26436 -0.57887 1.90560 0.23
H 1.78438 -0.02664 0.24343 0.32
H 0.42238 1.13382 2.11169 0.46
H -0.08091 -0.54348 2.82083 0.34
H -2.77783 1.66903 0.33866 0.39
H 1.04822 -2.07183 -4.40353 -0.13
H 2.40172 0.94262 -4.27508 0.26
C 6.31856 1.52537 1.93603 -0.55
O 7.23250 0.53461 2.40229 -0.32
C 6.65780 -0.46418 3.08741 0.83
O 5.48114 -0.57556 3.32382 -0.55
O 7.62067 -1.31719 3.46343 -0.32
C 7.14968 -2.43931 4.20792 -0.61
H 6.89282 2.27955 1.39848 0.22
H 5.59312 1.08698 1.24771 0.23
H 5.81248 2.00792 2.77439 0.28
H 6.45727 -3.03520 3.61016 0.28
H 6.67674 -2.11463 5.13671 0.29
H 8.01178 -3.05764 4.45682 0.22
C -0.14217 5.09027 -8.68398 -0.57
O -0.85752 4.16298 -7.86840 -0.33
C -0.12629 3.11885 -7.45165 0.80
O 1.03642 2.92202 -7.70731 -0.56
O -0.91083 2.33502 -6.70354 -0.35
C -0.25862 1.17076 -6.18563 -0.51
H -0.82928 5.88958 -8.96160 0.20
H 0.69087 5.52783 -8.13019 0.27
H 0.21231 4.60734 -9.59655 0.27
H 0.56305 1.44859 -5.53835 0.31
H 0.08965 0.53154 -7.00032 0.30
H -0.98824 0.61359 -5.59784 0.27
C 7.96439 0.62523 -6.06974 -0.65
O 6.55634 0.78796 -5.91122 -0.23
C 6.08339 1.95925 -6.36285 0.64
O 6.73477 2.83747 -6.86748 -0.54
O 4.75880 1.98073 -6.15402 -0.17
C 4.11687 3.17995 -6.59118 -0.46
H 8.23200 -0.35337 -5.67139 0.21
H 8.23943 0.65600 -7.12573 0.29
H 8.50635 1.38793 -5.50733 0.29
H 4.23876 3.31158 -7.66750 0.31
H 4.50667 4.04470 -6.04976 0.35
H 3.05380 3.08592 -6.37447 -0.03
C -4.87963 -4.66687 8.67550 -0.69
O -4.48944 -3.29750 8.79334 -0.25
C -4.30438 -2.67622 7.61883 0.70
O -4.43827 -3.16896 6.52864 -0.54
O -3.94411 -1.40951 7.87216 -0.30
C -3.71230 -0.62346 6.70421 -0.60
H -5.00050 -5.06623 9.68222 0.25
H -5.83435 -4.75167 8.15309 0.30
H -4.10735 -5.24478 8.16461 0.32
H -4.62087 -0.54801 6.10383 0.29
H -2.89398 -1.04139 6.11461 0.26
H -3.42847 0.37738 7.02893 0.22
C -3.56551 9.44435 -8.93584 -0.60
O -2.69881 10.51448 -9.30872 -0.30
C -1.54809 10.11862 -9.87113 0.80
O -1.21402 8.97857 -10.07252 -0.54
O -0.83407 11.21315 -10.17029 -0.32
C 0.42617 10.94003 -10.78034 -0.62
H -4.46057 9.88127 -8.49363 0.21
H -3.86032 8.86400 -9.81222 0.29
H -3.08885 8.80382 -8.19137 0.28
H 0.28978 10.41906 -11.72994 0.29
H 1.06140 10.35878 -10.10922 0.29
H 0.91339 11.89482 -10.97681 0.22
C -5.24508 -2.82926 11.53684 -0.49
O -5.05178 -2.57033 12.92725 -0.33
C -5.27838 -3.62809 13.71808 0.77
O -5.61645 -4.72578 13.35279 -0.55
O -5.06305 -3.25192 14.98744 -0.32
C -5.26873 -4.28748 15.94638 -0.62
H -5.03526 -1.90927 10.99324 0.25
H -4.55606 -3.59882 11.19056 0.20
H -6.27954 -3.11885 11.33950 0.33
H -4.57947 -5.11607 15.77264 0.29
H -6.30335 -4.63497 15.92256 0.29
H -5.06663 -3.87087 16.93296 0.22
```

Computed, not measured: a molecular structure, C7H9BBr2, with wB97M-V/def2-TZVPD.

Summary:
- orbital gap (Eh) = 0.3130
- highest occupied orbital energy (eV) = -8.936
- molecular weight (g mol⁻¹) = 263.769

The geometry in XYZ format:
```
19
Properties=species:S:1:pos:R:3:mulliken_charge:R:1
B -0.00524 0.08038 -0.20549 0.02
C 0.06166 -0.41679 1.20649 -0.15
C -0.69189 0.23199 2.09516 -0.38
C -1.67454 1.22376 1.69185 -0.32
C -1.83204 1.71137 0.46032 -0.44
C -0.88891 1.30507 -0.68047 -0.71
C 1.93258 -1.94379 -0.84778 -1.45
C 1.12030 -0.84705 -1.49745 0.21
Br 2.34450 0.50246 -2.06109 -0.15
Br 0.03943 -1.40920 -2.98011 -0.12
H 0.69053 -1.09372 1.64071 0.53
H -0.63157 -0.01852 3.24375 0.22
H -2.36871 1.64273 2.32248 0.44
H -2.48783 2.53914 0.12571 0.35
H -0.24902 2.10075 -0.75174 0.37
H -1.53075 1.12484 -1.53912 0.34
H 2.29158 -2.54827 -1.72284 0.37
H 2.63959 -1.66828 -0.09707 0.39
H 1.24033 -2.51688 -0.40332 0.47
```

Computed, not measured: 2 unconnected molecules or ions with the total composition C6H15N, with wB97M-V/def2-TZVPD.

Summary:
- energy above the lowest of the compared OMol25 structures with the same formula, charge and spin (kJ/mol) = 183.5
- orbital gap (Eh) = 0.3554
- highest occupied orbital energy (eV) = -8.640
- molecular weight (g mol⁻¹) = 101.193

The geometry in XYZ format:
```
22
Properties=species:S:1:pos:R:3:mulliken_charge:R:1
C 0.89981 -1.57631 -0.01656 -1.19
C 1.03988 0.20700 1.57072 -1.14
N 0.61209 -0.17554 0.23688 0.01
C -2.47125 -0.22775 0.04906 -0.29
C -3.05031 -1.35674 -0.30783 -0.59
H -3.04924 0.66603 0.23966 0.25
H 2.13088 0.13604 1.69748 0.34
H 0.38519 -2.18013 0.73011 0.36
H 1.97673 -1.80013 0.01023 0.39
H 0.51272 -1.84810 -0.99758 0.34
H 0.54959 -0.44179 2.29533 0.38
H 0.73485 1.23071 1.77391 0.34
H -4.11873 -1.44443 -0.44625 0.26
H -2.48393 -2.26264 -0.46683 0.22
C 1.30139 0.68420 -0.81438 -0.39
C 0.81958 2.12751 -0.79004 -1.21
H -0.26772 2.15735 -0.78565 0.24
H 1.18466 2.65657 0.08707 0.33
H 2.39794 0.64684 -0.69608 0.32
H 1.05331 0.24035 -1.78172 0.38
H -1.33456 -0.09294 0.08594 0.24
H 1.17712 2.65390 -1.67348 0.40
```

no.,E (eV),F_max (eV Å⁻¹)
1,-37045.333,0.57
2,-91622.367,0.18
3,-176205.540,5.99
4,-148164.009,4.49
5,-7953.865,2.08